Entry P
C38H41N5OS2SiV | ωB97M-V with the def2-TZVPD basis set

**Kohn-Sham gap (alpha / beta)**: 0.2241 / 0.2472 Eh
**Multiplicity**: 4

Cartesian coordinates (Å):
V: 0.570 -0.846 0.265
N: 0.562 -1.226 2.467
C: 1.914 -1.203 2.884
C: 2.307 -1.237 4.193
C: 3.671 -1.252 4.537
C: 4.636 -1.259 3.570
C: 4.267 -1.187 2.208
C: 5.208 -1.131 1.158
C: 4.776 -0.994 -0.130
C: 3.401 -0.905 -0.387
N: 2.490 -0.957 0.564
C: 2.900 -1.125 1.865
H: 0.378 -2.099 1.907
H: -0.092 -1.155 3.230
H: 1.554 -1.260 4.973
H: 3.950 -1.276 5.583
H: 5.687 -1.306 3.831
H: 6.265 -1.189 1.390
H: 5.472 -0.937 -0.956
H: 3.040 -0.778 -1.398
S: 0.482 -0.489 -1.982
C: -0.978 0.401 -2.177
N: -1.190 1.084 -3.339
C: -2.483 1.702 -3.562
C: -2.975 2.291 -2.262
N: -3.024 1.253 -1.251
C: -4.166 1.263 -0.342
C: -5.437 0.888 -1.073
C: -5.563 -0.392 -1.611
C: -6.696 -0.742 -2.328
C: -7.716 0.185 -2.517
C: -7.597 1.459 -1.984
C: -6.458 1.809 -1.266
C: -1.975 0.389 -1.152
S: -1.839 -0.710 0.157
C: -0.175 1.154 -4.386
C: 0.975 2.083 -4.047
C: 0.724 3.384 -3.624
C: 1.768 4.242 -3.314
C: 3.082 3.807 -3.432
C: 3.340 2.512 -3.860
C: 2.291 1.655 -4.161
H: -3.212 0.970 -3.929
H: -2.379 2.487 -4.310
H: -3.975 2.702 -2.394
H: -2.298 3.091 -1.944
H: -4.263 2.258 0.100
H: -3.955 0.554 0.452
H: -4.763 -1.112 -1.458
H: -6.787 -1.739 -2.741
H: -8.603 -0.089 -3.075
H: -8.388 2.185 -2.129
H: -6.368 2.806 -0.846
H: -0.679 1.510 -5.285
H: 0.210 0.155 -4.593
H: -0.301 3.730 -3.528
H: 1.559 5.251 -2.981
H: 3.900 4.474 -3.189
H: 4.363 2.166 -3.953
H: 2.495 0.638 -4.479
C: 0.782 1.319 0.493
C: 0.911 1.800 1.877
C: -0.202 1.919 2.729
C: -0.060 2.245 4.061
C: 1.211 2.488 4.598
C: 2.320 2.441 3.758
C: 2.167 2.107 2.425
C: 1.371 2.759 5.998
N: 1.495 2.953 7.127
H: 1.644 1.635 -0.098
H: -0.127 1.717 0.036
H: -1.189 1.721 2.326
H: -0.927 2.310 4.707
H: 3.303 2.658 4.159
H: 3.040 2.074 1.781
C: 1.305 -5.567 -0.427
Si: 0.687 -4.457 0.958
C: -0.951 -5.154 1.579
C: 1.906 -4.635 2.395
O: 0.510 -2.935 0.471
H: 1.458 -6.585 -0.052
H: 2.255 -5.209 -0.836
H: 0.580 -5.611 -1.245
H: -0.805 -6.133 2.048
H: -1.662 -5.275 0.757
H: -1.411 -4.492 2.319
H: 2.148 -5.690 2.559
H: 1.490 -4.245 3.331
H: 2.847 -4.106 2.207

Entry Q
C38H41N5OS2SiV | ωB97M-V with the def2-TZVPD basis set

**Kohn-Sham gap (alpha / beta)**: 0.2311 / 0.2526 Eh
**Multiplicity**: 4

Cartesian coordinates (Å):
V: 0.830 1.061 -0.275
N: 0.935 -1.298 0.510
C: 2.168 -1.545 1.179
C: 2.620 -2.802 1.473
C: 3.839 -3.002 2.151
C: 4.580 -1.934 2.571
C: 4.153 -0.621 2.269
C: 4.865 0.534 2.673
C: 4.427 1.768 2.292
C: 3.312 1.854 1.434
N: 2.606 0.808 1.078
C: 2.974 -0.428 1.522
H: 0.616 -2.119 0.011
H: 0.224 -1.001 1.183
H: 2.022 -3.658 1.183
H: 4.174 -4.011 2.350
H: 5.505 -2.075 3.117
H: 5.752 0.416 3.284
H: 4.939 2.672 2.588
H: 2.989 2.797 1.012
S: -0.478 1.166 1.797
C: -2.107 0.903 1.281
N: -3.002 0.362 2.165
C: -4.267 -0.112 1.638
C: -4.831 0.928 0.701
N: -3.859 1.230 -0.330
C: -4.397 1.451 -1.665
C: -4.821 0.151 -2.307
C: -3.882 -0.861 -2.500
C: -4.260 -2.065 -3.070
C: -5.580 -2.274 -3.454
C: -6.518 -1.272 -3.266
C: -6.137 -0.064 -2.691
C: -2.531 1.260 -0.032
S: -1.409 1.750 -1.236
C: -2.597 -0.154 3.468
C: -2.033 -1.558 3.427
C: -2.865 -2.650 3.189
C: -2.349 -3.936 3.127
C: -0.992 -4.150 3.323
C: -0.158 -3.074 3.588
C: -0.676 -1.786 3.635
H: -4.950 -0.278 2.471
H: -4.143 -1.059 1.098
H: -5.101 1.834 1.254
H: -5.728 0.534 0.221
H: -3.637 1.948 -2.262
H: -5.253 2.125 -1.583
H: -2.851 -0.688 -2.209
H: -3.522 -2.843 -3.224
H: -5.872 -3.215 -3.902
H: -7.547 -1.427 -3.563
H: -6.872 0.720 -2.545
H: -3.489 -0.133 4.097
H: -1.868 0.526 3.899
H: -3.931 -2.499 3.062
H: -3.009 -4.773 2.939
H: -0.590 -5.155 3.285
H: 0.899 -3.230 3.762
H: -0.024 -0.945 3.835
C: 1.158 0.017 -2.116
C: 2.504 -0.576 -2.037
C: 2.696 -1.964 -1.998
C: 3.934 -2.523 -1.739
C: 5.037 -1.700 -1.523
C: 4.885 -0.315 -1.629
C: 3.646 0.232 -1.891
C: 6.306 -2.270 -1.176
N: 7.315 -2.734 -0.876
H: 0.384 -0.731 -2.299
H: 1.081 0.806 -2.865
H: 1.844 -2.615 -2.164
H: 4.052 -3.598 -1.689
H: 5.745 0.327 -1.484
H: 3.529 1.308 -1.925
C: 0.262 5.162 -0.799
Si: 1.433 4.021 -1.712
C: 0.770 3.643 -3.425
C: 3.109 4.848 -1.892
O: 1.667 2.653 -0.852
H: -0.042 6.019 -1.405
H: 0.724 5.542 0.115
H: -0.636 4.608 -0.517
H: 0.648 4.555 -4.015
H: -0.200 3.143 -3.379
H: 1.462 2.990 -3.965
H: 3.040 5.836 -2.353
H: 3.779 4.239 -2.504
H: 3.576 4.972 -0.911

Result of the stability comparison: entry Q is the most stable of them.

Entry P
CH7N3O | ωB97M-V with the def2-TZVPD basis set

**Kohn-Sham gap**: 0.3899 Eh
**Structure (SMILES)**: NN(N)CO
**Multiplicity**: 1

Cartesian coordinates (Å):
C: 1.191 0.260 0.498
N: -0.062 0.044 -0.351
N: -1.163 0.789 0.151
N: -0.295 -1.345 -0.557
O: 1.702 1.331 -0.182
H: 0.959 1.128 -1.007
H: -1.510 0.400 1.030
H: -1.910 0.791 -0.535
H: -0.647 -1.789 0.293
H: -0.989 -1.465 -1.288
H: 0.924 0.509 1.538
H: 1.802 -0.653 0.410

Entry Q
CH7N3O | ωB97M-V with the def2-TZVPD basis set

**Kohn-Sham gap**: 0.3195 Eh
**Structure (SMILES)**: NCN=O.N
**Multiplicity**: 1

Cartesian coordinates (Å):
C: -0.940 1.960 0.547
N: -0.755 1.478 -0.746
N: -0.099 1.521 1.545
N: 1.089 -3.003 -0.639
O: 0.847 0.517 1.207
H: -1.882 1.415 0.955
H: -1.001 3.015 0.594
H: -0.841 2.238 -1.442
H: 0.023 0.721 -0.986
H: 1.160 -3.980 -0.937
H: 2.030 -2.630 -0.167
H: 0.369 -3.253 0.069

Result of the stability comparison: entry P is the most stable of them.

Entry P
C2H3NO4 | ωB97M-V with the def2-TZVPD basis set

**Kohn-Sham gap (alpha / beta)**: 0.2509 / 0.3474 Eh
**Multiplicity**: 1

Cartesian coordinates (Å):
C: -0.138 0.385 -0.019
C: -1.281 -0.589 0.784
O: 0.334 -0.857 0.298
O: -0.252 0.713 -1.340
N: 2.125 0.289 0.313
O: 2.554 0.423 -0.735
O: -1.572 -0.439 1.940
H: 0.015 -0.045 -1.881
H: 0.072 1.240 0.622
H: -1.858 -1.119 0.017

Entry Q
C2H3NO4 | ωB97M-V with the def2-TZVPD basis set

**Kohn-Sham gap**: 0.3725 Eh
**Structure (SMILES)**: O=C(CO)[N+](=O)[O-]
**Multiplicity**: 1

Cartesian coordinates (Å):
C: -0.757 -0.550 -1.529
C: -0.329 -0.081 -0.219
N: -0.928 0.572 -2.716
O: -0.978 -1.662 -1.881
O: -0.233 1.526 -2.571
O: -1.598 0.255 -3.645
O: -0.393 -1.206 0.678
H: 0.787 0.249 -0.153
H: -1.014 0.684 0.274
H: 0.334 -1.735 0.342

Result of the stability comparison: entry Q is the most stable of them.